37
Properties=species:S:1:pos:R:3:lowdin_charge:R:1 method="wB97M-V/def2-TZVPD" charge=0 lumo_ev=-5.8 spin_multiplicity=1 relative_energy_kcal_mol=460.4 orbital_gap_ev=5.2
Zr -19.261 7.658 25.803 2.077
O -20.672 9.134 28.670 -0.225
O -20.878 6.524 28.668 -0.249
C -20.564 10.568 28.811 -0.087
C -20.838 5.135 28.867 -0.107
C -21.752 7.195 29.641 -0.128
C -21.153 8.593 29.884 -0.204
B -16.577 7.143 27.908 -0.336
B -18.080 5.378 23.448 -0.316
B -18.312 10.588 24.466 -0.317
B -22.460 7.432 24.541 -0.333
H -23.490 7.276 24.263 -0.026
H -17.203 6.299 27.668 -0.075
H -15.906 6.921 28.724 -0.026
H -21.951 8.013 23.787 -0.056
H -22.316 7.998 25.448 -0.079
H -19.739 10.845 29.467 0.096
H -21.973 6.475 24.657 -0.065
H -18.088 9.766 23.803 -0.049
H -20.526 11.047 27.833 0.089
H -19.347 10.496 24.758 -0.073
H -20.500 4.835 27.875 0.086
H -17.522 4.680 22.844 -0.014
H -21.395 11.146 29.215 0.088
H -21.933 9.212 30.328 0.123
H -17.706 10.486 25.353 -0.059
H -18.845 5.851 22.851 -0.056
H -21.857 6.686 30.599 0.129
H -20.158 4.847 29.670 0.100
H -16.008 7.509 27.068 -0.054
H -17.385 6.108 23.834 -0.058
H -21.813 4.683 29.046 0.095
H -22.737 7.236 29.176 0.132
H -20.328 8.711 30.586 0.133
H -18.603 4.917 24.272 -0.070
H -17.242 7.936 28.214 -0.075
H -18.173 11.471 23.862 -0.010


52
Properties=species:S:1:pos:R:3:lowdin_charge:R:1 method="wB97M-V/def2-TZVPD" charge=-1 lumo_ev=1.8 spin_multiplicity=1 relative_energy_kcal_mol=51.7 orbital_gap_ev=9.9
O -3.296 -4.238 -0.787 -0.048
O 2.220 2.352 0.285 0.143
O -1.463 2.359 -1.079 -0.012
O 0.046 -0.919 2.193 0.290
O 4.421 3.587 -1.479 -0.079
O 0.838 -4.348 0.187 -0.034
O -1.515 -5.385 1.643 -0.051
O -0.312 1.532 2.373 0.310
O 0.636 5.521 1.014 -0.061
O -0.854 -0.300 -2.260 0.002
O -3.742 0.734 -1.012 -0.048
O 1.202 1.877 -2.252 -0.031
O 1.751 -1.393 -1.813 -0.015
O -1.509 0.142 0.870 0.293
O -0.974 -2.790 2.173 0.177
O -2.792 -1.659 0.468 0.142
O -0.876 -3.183 -1.873 -0.031
O 0.870 0.659 0.566 0.292
O 2.077 -1.754 4.160 -0.050
O 1.531 4.679 -1.505 -0.051
O 0.701 3.495 2.380 0.128
C 0.622 2.320 2.044 -0.380
C 1.425 1.735 0.980 -0.369
C -0.961 -1.630 1.881 -0.456
C -1.868 -1.047 1.044 -0.413
B -0.198 0.350 1.477 -0.840
H 1.465 3.759 -1.707 -0.046
H 1.769 1.623 -1.542 -0.005
H -3.751 -3.441 -0.909 -0.012
H -2.414 -4.064 -1.131 -0.006
H -1.120 0.482 -1.836 -0.015
H -2.305 -4.923 1.380 0.020
H 1.278 4.806 -0.600 -0.035
H 1.102 -5.134 -0.298 0.054
H 1.993 -2.689 4.318 0.024
H 1.561 1.320 -2.970 0.084
H 1.171 -1.489 3.963 0.013
H -1.217 -4.702 2.229 -0.008
H 0.904 -1.027 -2.004 -0.036
H 2.199 -0.727 -1.326 0.005
H 0.196 -4.708 0.778 -0.018
H -0.178 -3.328 -1.261 -0.014
H -0.404 0.120 -2.983 0.049
H -2.957 1.221 -0.867 -0.056
H -0.235 5.657 0.627 0.045
H 5.322 3.502 -1.075 0.054
H -1.384 3.190 -0.637 0.057
H 0.654 4.856 1.716 -0.029
H -1.103 -2.260 -1.774 0.003
H -3.546 -0.028 -0.448 0.000
H 3.982 2.720 -1.448 0.009
H -0.961 2.567 -1.876 0.055


52
Properties=species:S:1:pos:R:3:lowdin_charge:R:1 method="wB97M-V/def2-TZVPD" charge=-1 lumo_ev=1.3 spin_multiplicity=1 relative_energy_kcal_mol=70.2 orbital_gap_ev=9.1
O 10.666 -2.782 21.301 0.106
O 7.485 -0.360 17.035 -0.065
O 9.575 -6.762 18.043 -0.001
O 3.183 -7.459 21.877 -0.052
O 4.883 -3.638 22.967 -0.035
O 8.847 -9.183 19.211 -0.035
O 5.588 -9.426 20.336 -0.071
O 12.884 -2.260 20.022 -0.088
O 6.949 -5.316 17.370 -0.024
O 10.001 0.428 21.615 -0.062
O 9.621 -4.675 21.621 0.368
O 9.000 -2.674 19.012 0.114
O 5.982 -6.739 22.541 0.184
O 8.388 -4.628 19.667 0.288
O 6.510 -2.000 20.066 -0.021
O 8.751 -6.807 20.857 0.279
O 11.440 -2.728 17.615 -0.077
O 7.387 -5.250 21.845 0.304
O 5.731 -6.815 19.493 -0.013
O 7.926 -8.606 21.746 0.137
O 9.156 -3.044 16.316 -0.060
C 9.048 -3.580 19.822 -0.442
C 8.008 -7.407 21.669 -0.439
C 9.820 -3.639 20.985 -0.397
C 7.068 -6.419 22.148 -0.470
B 8.542 -5.346 20.955 -0.827
H 9.271 -10.031 19.286 0.050
H 8.262 -3.213 16.073 0.006
H 3.121 -7.752 20.975 0.015
H 10.145 -6.308 18.619 0.011
H 12.182 -2.465 20.662 -0.017
H 12.778 -1.308 19.752 0.075
H 11.769 -2.890 18.517 0.000
H 9.268 0.212 22.205 0.035
H 8.671 -8.971 20.141 0.004
H 4.079 -7.560 22.170 -0.018
H 5.698 -5.882 19.618 0.049
H 4.561 -2.750 23.097 0.023
H 10.888 -1.914 17.600 0.043
H 7.724 -0.269 17.954 0.007
H 7.370 -2.072 19.722 -0.047
H 6.207 -6.878 18.653 0.052
H 5.515 -8.591 19.797 0.017
H 6.132 -1.168 19.716 0.055
H 7.618 -5.309 18.008 -0.034
H 5.745 -3.620 23.361 0.012
H 8.322 -0.109 16.577 0.059
H 6.552 -4.460 17.129 0.068
H 6.213 -9.214 21.009 -0.028
H 9.197 -7.514 18.475 -0.021
H 9.121 -3.032 17.284 -0.024
H 10.608 -0.314 21.691 0.010


52
Properties=species:S:1:pos:R:3:lowdin_spin:R:1 method="wB97M-V/def2-TZVPD" charge=0 lumo_ev="-3.4 / -8.3" spin_multiplicity=2 relative_energy_kcal_mol=8.0 orbital_gap_ev="7.1 / 2.2"
O 13.777 -43.246 5.276 0.000
O 17.809 -43.207 -1.673 0.007
O 14.632 -45.860 5.908 0.000
O 17.189 -44.496 4.048 0.000
O 15.036 -42.834 8.085 0.000
O 11.289 -45.313 3.514 0.000
O 15.727 -41.769 1.425 0.057
O 11.716 -42.686 3.190 0.001
O 13.408 -41.553 2.212 0.002
O 17.425 -40.968 0.244 0.222
O 13.446 -38.650 4.952 0.004
O 17.702 -35.615 2.448 0.063
O 19.796 -41.169 -1.580 0.000
O 12.273 -41.895 7.740 0.000
O 15.091 -42.025 3.834 0.001
O 16.533 -38.365 1.715 0.323
O 15.709 -35.742 0.379 0.119
O 10.690 -40.911 1.002 0.004
O 16.812 -38.897 -2.100 0.011
O 13.689 -41.968 -0.779 0.003
O 15.094 -39.900 2.571 0.047
C 16.566 -40.841 1.075 0.069
C 12.905 -42.322 3.152 0.000
C 16.062 -39.494 1.834 0.065
C 13.974 -42.515 4.302 0.000
B 14.798 -41.310 2.522 0.005
H 19.142 -41.863 -1.671 0.000
H 13.083 -38.134 4.232 0.000
H 16.888 -36.049 2.703 -0.001
H 18.284 -43.872 -1.176 0.000
H 14.027 -41.872 -1.669 0.000
H 14.433 -41.753 -0.216 0.000
H 18.083 -44.166 3.960 0.000
H 12.240 -41.598 8.649 0.000
H 10.386 -45.541 3.293 0.000
H 18.362 -36.308 2.471 0.001
H 15.234 -35.661 1.206 0.000
H 11.162 -41.412 1.667 0.000
H 15.597 -42.060 8.130 0.000
H 17.564 -42.550 -1.022 0.001
H 20.619 -41.578 -1.847 0.000
H 10.600 -41.514 0.265 0.000
H 14.313 -38.916 4.644 0.000
H 17.353 -39.511 -2.595 0.000
H 16.154 -36.588 0.439 -0.002
H 13.924 -46.338 5.477 0.000
H 13.176 -42.187 7.615 0.000
H 11.339 -44.368 3.373 0.000
H 16.634 -43.750 3.821 0.000
H 16.900 -39.179 -1.190 -0.001
H 15.576 -43.497 7.654 0.000
H 14.319 -44.957 5.954 0.000


39
Properties=species:S:1:pos:R:3:lowdin_spin:R:1 method="wB97M-V/def2-TZVPD" charge=-1 lumo_ev="2.6 / 2.6" spin_multiplicity=2 orbital_gap_ev="2.2 / 8.2"
O 0.913 -2.963 2.602 0.177
O -1.567 -2.982 -2.922 0.058
O -0.959 3.118 1.433 0.001
O -1.505 3.009 -1.934 0.001
O 1.547 1.856 1.655 0.009
O -0.665 5.090 -0.413 0.001
O 0.557 -4.553 -0.096 0.223
N 2.564 0.281 0.636 0.007
N -1.894 0.469 -0.509 0.001
C -0.343 -1.191 0.526 0.044
C -1.442 -0.915 -0.548 0.024
C 1.798 -0.222 -0.519 0.013
C 1.019 -1.481 -0.129 0.058
H 0.262 5.005 -0.158 0.000
H -0.660 -2.003 1.170 0.031
H -0.026 -3.898 0.327 0.057
H -1.072 4.615 0.350 0.000
H -2.099 0.817 0.413 0.001
H 1.183 -3.668 1.999 0.039
H 1.481 -2.037 0.685 0.018
H -0.132 -0.290 1.111 0.003
H -1.395 1.147 -1.068 0.000
H 2.843 -0.537 1.164 0.015
H -0.002 3.149 1.605 0.000
H 1.828 1.220 0.952 0.000
H -1.021 2.449 0.746 0.000
H -1.031 -3.472 -2.284 0.030
H -1.083 -1.205 -1.516 0.005
H -2.321 -1.508 -0.284 0.016
H 0.836 -3.292 3.502 0.037
H 0.986 0.500 -0.693 0.001
H 2.302 -0.289 -1.485 0.004
H 2.031 1.454 2.387 0.003
H 0.942 -2.098 -1.022 0.018
H -0.993 -2.504 -3.513 0.011
H -2.115 3.314 -2.599 0.000
H 3.397 0.815 0.434 0.002
H -0.962 3.691 -1.508 0.000
H -0.074 -5.294 -0.168 0.089


42
Properties=species:S:1:pos:R:3:lowdin_charge:R:1 method="wB97M-V/def2-TZVPD" charge=-1 lumo_ev=2.3 spin_multiplicity=1 relative_energy_kcal_mol=91.4 orbital_gap_ev=7.9
O 0.798 1.047 4.332 -0.088
O 3.364 -0.122 3.113 -0.130
O -2.849 -3.721 -0.297 -0.125
O 1.928 -1.692 1.057 -0.052
O 4.138 -0.164 0.510 -0.093
O 0.985 -0.148 -3.085 -0.061
O -2.070 -0.973 2.763 -0.101
O 0.494 -0.843 -0.741 -0.273
O -1.958 -0.798 -3.771 -0.034
O 0.282 2.154 -4.086 -0.080
O -1.953 1.883 -1.650 0.046
N -1.607 -0.177 -1.137 0.042
C -0.502 1.629 0.254 -0.173
C -1.396 1.154 -0.883 -0.504
C -0.629 3.022 0.855 -0.123
C -0.807 -1.163 -0.472 -0.377
H 1.470 -0.741 -3.526 -0.026
H 0.086 0.537 3.966 -0.017
H 1.522 -2.502 1.149 0.005
H -1.265 -2.183 -0.757 0.090
H 3.252 -0.509 0.250 0.027
H -0.552 3.863 0.137 0.057
H -2.260 -3.572 0.512 0.060
H -0.936 0.896 1.051 0.120
H 0.501 1.263 0.321 0.096
H 4.010 0.102 2.431 -0.005
H -2.301 -1.848 3.186 0.064
H -2.390 -0.467 -1.827 0.161
H 0.027 3.319 1.772 0.084
H -2.201 -0.283 3.477 0.063
H -0.858 -1.159 0.717 0.116
H 4.277 0.620 -0.091 0.076
H 2.670 -0.763 2.693 0.055
H -0.230 2.234 -3.263 0.010
H -1.745 3.064 1.423 0.122
H -1.090 -0.534 -3.340 0.050
H 1.517 0.888 3.640 0.039
H 0.885 1.473 -3.868 -0.047
H 1.489 -1.320 0.290 -0.053
H -2.300 -0.042 -4.050 -0.046
H -2.585 -2.991 -0.926 0.022
H 0.789 -0.433 -2.126 -0.001


40
Properties=species:S:1:pos:R:3:lowdin_charge:R:1 method="wB97M-V/def2-TZVPD" charge=-1 lumo_ev=2.8 spin_multiplicity=1 relative_energy_kcal_mol=16.2 orbital_gap_ev=8.6
O -0.036 -1.504 2.969 -0.095
O -4.829 0.653 0.230 -0.118
O -1.408 -2.353 -2.069 -0.087
O -2.554 -1.111 0.485 -0.054
O -0.656 1.053 1.984 -0.376
O 3.673 -0.758 -3.151 -0.062
O -2.382 2.138 0.366 -0.112
O 1.183 1.864 -0.882 -0.082
O 0.498 3.324 1.600 -0.125
N 0.479 -0.377 -0.189 -0.017
C 3.027 -0.406 0.136 -0.047
C 1.853 -2.353 -0.901 -0.054
C 0.636 0.604 -1.254 -0.262
C 1.664 -1.174 0.078 -0.414
H -2.753 -1.540 1.325 0.063
H 0.965 2.233 -0.009 0.040
H -2.128 1.838 -0.515 0.032
H 4.077 -0.983 -2.309 0.011
H 3.734 -0.903 0.798 0.074
H -2.182 -2.124 -1.535 0.008
H 0.157 -0.718 2.396 0.000
H 3.033 0.662 0.338 0.074
H 0.103 0.054 0.667 0.048
H 1.395 0.237 -1.940 0.109
H 4.185 -0.051 -3.552 0.043
H -1.123 0.767 2.777 -0.009
H 2.402 -3.174 -0.430 0.078
H -0.206 3.891 1.264 0.027
H -0.753 -1.786 -1.634 -0.015
H -0.362 0.794 -1.661 0.107
H 1.635 -1.647 1.059 0.108
H -0.022 2.530 1.949 -0.017
H 2.296 -1.964 -1.815 0.046
H -4.101 1.310 0.279 -0.011
H -0.148 -1.014 3.793 0.025
H 0.916 -2.877 -1.105 0.065
H -4.258 -0.131 0.339 -0.015
H 3.319 -0.419 -0.913 0.020
H -1.655 1.755 0.964 -0.017
H -2.047 -0.310 0.692 0.012


45
Properties=species:S:1:pos:R:3:lowdin_charge:R:1 method="wB97M-V/def2-TZVPD" charge=0 lumo_ev=-5.2 spin_multiplicity=1 orbital_gap_ev=3.9
Zn 11.443 1.152 -9.621 1.228
O 15.890 2.993 -5.042 -0.049
O 10.650 0.854 -6.639 -0.078
O 20.802 0.616 -10.292 -0.048
O 14.242 2.069 -11.237 -0.062
O 15.167 0.320 -14.895 -0.054
O 21.319 4.372 -10.800 -0.050
O 17.155 -0.444 -7.503 -0.049
O 8.636 1.844 -10.860 -0.046
O 14.719 1.848 -9.240 -0.082
O 16.622 7.974 -13.019 -0.054
O 9.651 3.645 -10.629 -0.064
O 18.354 -1.462 -13.044 -0.052
O 19.238 7.210 -8.934 -0.052
O 12.376 6.384 -13.240 -0.056
C 16.416 2.923 -10.607 0.009
C 7.741 3.658 -12.168 0.013
C 8.698 3.055 -11.166 -0.742
C 15.112 2.253 -10.340 -0.749
H 17.015 3.158 -9.727 0.091
H 16.984 2.265 -11.264 0.085
H 14.546 0.423 -15.616 0.031
H 6.893 3.950 -11.549 0.087
H 21.129 4.630 -11.701 0.025
H 10.656 1.612 -6.055 0.047
H 17.534 -1.108 -13.386 0.020
H 8.164 4.555 -12.620 0.086
H 16.271 3.753 -11.298 0.084
H 14.849 0.916 -14.217 0.022
H 21.064 3.451 -10.755 0.011
H 15.816 7.496 -13.217 0.023
H 20.644 0.092 -9.508 0.034
H 7.333 2.977 -12.916 0.085
H 12.473 5.901 -12.419 0.028
H 18.525 7.176 -8.296 0.026
H 16.407 -0.003 -7.906 0.009
H 11.874 7.164 -13.002 0.030
H 10.579 0.100 -6.054 0.044
H 18.923 -1.533 -13.810 0.030
H 15.463 2.745 -5.862 0.021
H 17.127 -0.174 -6.585 0.019
H 17.288 7.558 -13.565 0.028
H 18.830 6.956 -9.762 0.022
H 20.376 0.128 -10.997 0.022
H 16.243 2.172 -4.697 0.023